ORCA calculation (ωB97M-V with the def2-TZVPD basis set) on C62H49MoNO3P2SSbSe4 as an isolated structure in a non-equilibrium geometry.

```
124
Properties=species:S:1:pos:R:3:forces:R:3
Mo 0.4099 -0.9008 -0.0309 -1.906 0.758 0.505
O 1.9485 0.4308 2.4641 -0.568 0.404 -0.343
S 0.7440 0.8497 1.6844 1.095 -0.177 0.875
C -0.4301 1.4801 2.9062 -0.272 -0.144 -0.042
C -0.0456 2.6271 3.5683 -0.089 -0.044 0.006
C -0.7704 3.1869 4.6338 0.117 0.123 0.008
C -1.9325 2.5831 5.0102 -0.118 0.004 0.091
C -2.9130 2.9127 6.1144 0.045 -0.077 -0.125
C -4.0541 1.8741 5.9485 0.100 -0.037 -0.142
C -3.5764 0.9592 4.8407 -0.019 0.097 0.112
C -4.1150 -0.1686 4.3079 -0.078 -0.173 -0.087
C -3.3830 -0.8542 3.3108 -0.115 0.065 -0.001
C -2.1662 -0.4363 2.8081 0.055 0.051 0.003
P -1.2037 -1.5883 1.7508 -0.309 -0.603 0.481
C -0.2500 -2.5062 3.0344 -0.018 0.089 -0.020
C -0.8405 -2.9060 4.2350 -0.005 0.047 0.072
C -0.1204 -3.6279 5.1739 -0.050 0.029 -0.028
C 1.2075 -3.9581 4.9298 0.016 -0.025 0.009
C 1.8076 -3.5620 3.7465 -0.005 -0.027 -0.029
C 1.0808 -2.8406 2.8076 -0.122 -0.096 0.271
C -2.5344 -2.7828 1.2984 0.135 -0.004 -0.071
C -2.5115 -4.0939 1.7568 -0.025 0.020 -0.027
C -3.5242 -4.9814 1.4073 0.025 -0.007 0.076
C -4.5698 -4.5681 0.6026 -0.108 0.051 -0.060
C -4.5939 -3.2600 0.1290 0.059 0.055 0.014
C -3.5808 -2.3756 0.4710 -0.036 -0.172 0.022
C -1.6229 0.7913 3.2966 0.092 0.157 -0.047
C -2.3483 1.4247 4.3290 0.058 -0.003 -0.013
C 1.1498 2.4076 0.8918 -0.124 -0.042 -0.274
C 2.1846 3.0987 1.4641 0.361 -0.088 -0.069
C 2.4765 4.4446 1.1518 0.115 0.040 0.048
C 1.6376 5.0960 0.2973 0.000 0.110 -0.001
C 1.5987 6.5405 -0.1574 -0.066 -0.178 -0.032
C 0.3519 6.6298 -1.0819 0.007 -0.158 0.059
C -0.1875 5.2152 -1.1392 0.135 0.142 -0.019
C -1.2448 4.6787 -1.8147 -0.126 -0.049 -0.080
C -1.4482 3.2865 -1.7234 -0.051 0.082 0.005
C -0.6826 2.4358 -0.9464 0.078 -0.012 -0.077
P -0.8885 0.6440 -1.2702 -0.160 -0.021 -0.251
C -2.7226 0.5325 -1.2430 0.026 0.123 0.058
C -3.4878 -0.1568 -2.1765 -0.052 0.036 0.004
C -4.8750 -0.1898 -2.0586 0.048 -0.003 -0.045
C -5.5072 0.4653 -1.0122 -0.027 -0.026 0.005
C -4.7476 1.1455 -0.0672 0.019 -0.011 0.006
C -3.3669 1.1739 -0.1816 -0.005 -0.085 0.065
C -0.4667 0.5198 -3.0797 -0.187 -0.062 -0.039
C -0.0602 1.5890 -3.8793 -0.043 -0.049 -0.039
C 0.2130 1.4080 -5.2348 0.005 0.053 0.099
C 0.0798 0.1554 -5.8185 -0.012 -0.040 -0.088
C -0.3083 -0.9247 -5.0312 -0.266 0.054 0.029
C -0.5590 -0.7441 -3.6752 -0.183 0.145 -0.091
C 0.3413 3.0029 -0.1278 0.030 0.030 0.109
C 0.5890 4.3771 -0.3184 0.014 0.018 0.030
H 0.8558 3.1352 3.2728 0.062 -0.001 0.005
H -0.3960 4.0789 5.1238 -0.022 -0.068 -0.036
H -3.2709 3.9402 6.0485 0.009 -0.007 -0.029
H -2.4227 2.8101 7.0839 0.002 0.010 -0.001
H -4.9955 2.3526 5.6758 -0.006 0.003 -0.020
H -4.2371 1.3173 6.8669 -0.001 -0.014 0.006
H -5.0659 -0.5680 4.6443 0.084 0.001 -0.031
H -3.8116 -1.7726 2.9372 0.010 -0.019 0.035
H -1.8748 -2.6583 4.4389 -0.002 0.000 0.014
H -0.5970 -3.9361 6.0970 0.016 0.018 -0.048
H 1.7702 -4.5268 5.6609 -0.036 0.034 -0.036
H 2.8407 -3.8205 3.5446 -0.070 0.036 0.006
H 1.5706 -2.5499 1.8987 0.159 0.110 -0.351
H -1.7061 -4.4414 2.3844 0.046 -0.052 0.002
H -3.4806 -5.9995 1.7712 0.027 0.000 -0.006
H -5.3650 -5.2584 0.3426 0.068 0.054 0.002
H -5.4079 -2.9218 -0.5025 0.053 -0.011 0.020
H -3.6176 -1.3619 0.1119 -0.024 0.133 -0.040
H 2.7793 2.5804 2.2098 -0.033 0.003 -0.035
H 3.3160 4.9417 1.6298 -0.115 -0.080 -0.054
H 2.5146 6.8044 -0.6880 -0.007 -0.017 -0.004
H 1.5228 7.2154 0.6947 -0.003 0.005 0.014
H 0.6043 6.9951 -2.0778 0.002 -0.011 0.003
H -0.3973 7.3112 -0.6775 -0.016 -0.010 0.001
H -1.8953 5.2815 -2.4405 0.052 -0.075 0.055
H -2.2351 2.8539 -2.3301 -0.026 0.002 -0.011
H -3.0234 -0.6724 -3.0031 0.058 -0.028 -0.063
H -5.4592 -0.7310 -2.7945 0.042 0.046 0.039
H -6.5890 0.4485 -0.9317 0.100 -0.015 -0.003
H -5.2313 1.6545 0.7591 0.046 -0.039 -0.045
H -2.7823 1.6973 0.5659 -0.005 0.044 0.017
H 0.0539 2.5766 -3.4550 0.014 0.012 -0.004
H 0.5246 2.2571 -5.8351 -0.039 -0.063 0.050
H 0.2772 0.0202 -6.8771 -0.033 0.012 0.090
H -0.4212 -1.9132 -5.4671 -0.013 0.110 0.013
H -0.8290 -1.6023 -3.0769 -0.010 -0.077 0.071
Se -0.3398 -7.0036 2.0531 -0.098 -0.030 0.149
Sb -1.0585 -5.5153 -1.4766 -0.172 -0.444 0.114
Se -0.1622 -2.9598 -0.8318 0.273 -0.526 -0.457
Se 0.7524 -6.5889 0.1540 0.096 0.124 -0.459
Se -0.0116 -5.8420 -3.5776 -1.858 -0.766 0.336
C 6.1408 -1.2380 -3.8080 -0.125 0.003 0.166
O 5.1370 -1.2663 -2.7805 0.228 0.442 0.027
C 4.2336 -2.2766 -2.9254 0.147 0.044 -0.024
C 4.6050 -3.5811 -2.6387 -0.026 -0.223 0.008
C 3.7627 -4.6372 -2.9459 0.057 0.164 0.030
C 2.5415 -4.3865 -3.5607 0.897 0.145 -0.239
C 2.1407 -3.0876 -3.7751 -0.296 -0.042 0.001
C 2.9610 -2.0250 -3.4218 -0.522 0.226 0.092
N 2.4972 -0.7185 -3.7946 0.410 -0.873 -0.246
C 2.7985 0.4771 -3.4152 -0.004 0.739 0.020
C 3.3827 0.9430 -2.2134 0.318 0.329 0.164
C 4.2921 2.0110 -2.3876 0.029 -0.227 -0.240
C 5.1849 2.3459 -1.4055 0.124 -0.058 0.215
C 5.1771 1.5996 -0.2180 0.080 0.125 0.002
C 4.1946 0.6669 0.0384 -0.045 0.001 0.062
C 3.2096 0.4017 -0.9144 -0.729 -0.183 -0.016
O 2.1050 -0.2679 -0.6008 2.499 0.336 -0.817
H 6.8758 -0.4975 -3.5061 -0.015 0.021 0.032
H 5.7035 -0.9512 -4.7674 -0.052 -0.006 -0.014
H 6.6222 -2.2097 -3.9150 0.007 -0.038 0.033
H 5.5869 -3.7482 -2.2132 -0.010 0.002 -0.002
H 4.0700 -5.6542 -2.7367 -0.001 0.017 -0.023
H 1.8969 -5.1917 -3.8831 0.884 0.373 0.109
H 1.1732 -2.9004 -4.2361 0.174 -0.049 0.168
H 1.8761 -0.7423 -4.5952 0.197 -0.057 -0.277
H 2.6216 1.2170 -4.1964 -0.145 0.004 0.274
H 4.3368 2.4960 -3.3597 -0.010 -0.020 0.100
H 5.9087 3.1347 -1.5608 -0.013 -0.043 0.017
H 5.9405 1.7831 0.5315 -0.103 0.007 -0.029
H 4.1446 0.1352 0.9752 -0.076 0.066 0.178
```
Positions in Å, forces in eV/Å.

Properties
DFT total energy in eV: -371908.6321
E_HOMO (spin up / spin down) in eV: -8.74 / -8.73
Multiplicity: 3
Total charge: +1
HOMO-LUMO gap (spin up / spin down) in eV: 5.47 / 5.41